12
Properties=species:S:1:pos:R:3 method="wB97M-V/def2-TZVPD" total_charge=0 gap_ev=9.198 energy_ev=-40904.31119 e_above_lowest_kj_mol=192.36 largest_force_ev_per_a=4.804
C -0.233 -0.397 -0.142
C 0.509 -1.563 0.416
C 0.426 1.527 0.976
H -1.462 0.617 -3.103
H 0.666 -2.353 -0.249
H 1.489 -1.007 0.735
H 0.049 2.270 1.769
N -0.659 -0.240 -1.359
O -0.488 0.509 0.955
S -1.614 1.001 -1.823
S 1.691 1.939 0.062
Cl -0.374 -2.304 1.762


25
Properties=species:S:1:pos:R:3 method="wB97M-V/def2-TZVPD" total_charge=0 gap_ev=9.116 energy_ev=-25490.90094 e_above_lowest_kj_mol=436.99 largest_force_ev_per_a=4.943
C -2.780 0.863 -1.017
C -2.600 -0.405 -0.507
C -1.844 1.850 -0.663
C -1.412 -0.768 0.157
C -0.743 1.517 0.125
C -0.454 0.236 0.444
C 1.074 -1.091 2.020
C 0.840 -0.100 0.954
C 1.548 -1.230 -1.429
C 2.089 -0.140 -0.575
O 0.142 1.191 3.108
O 2.096 1.165 -1.109
S 1.364 0.555 2.626
H -3.682 1.155 -1.351
H -3.206 -1.315 -0.719
H -1.972 2.846 -1.019
H -1.401 -1.718 0.653
H 0.002 2.268 0.278
H 0.243 -1.555 2.439
H 1.983 -1.666 2.037
H 2.317 -1.981 -1.488
H 1.404 -0.908 -2.387
H 0.745 -1.798 -0.977
H 3.096 -0.119 -0.074
H 1.151 1.149 -1.528